(1)
Below is C38H43FeN4O2PS2 as an isolated structure, with properties calculated with ωB97M-V/def2-TZVPD.

* orbital gap (spin up / spin down): 5.601 / 5.607 eV
* energy above the lowest of the compared OMol25 structures with the same formula, charge and spin: 13.77 kcal/mol

Last column: Mulliken charge in e.
Geometry (Å):
Fe 0.27 0.66 1.71  0.220
O 2.00 0.92 2.62  -0.531
C 2.54 -0.10 3.24  0.169
C 3.95 -0.23 3.26  -0.404
C 4.57 -1.29 3.86  -0.698
C 3.83 -2.29 4.51  -0.746
C 2.46 -2.16 4.55  -0.628
C 1.80 -1.10 3.92  0.820
C 0.38 -0.92 4.14  -0.572
N -0.32 -0.20 3.35  0.809
N -1.58 0.21 3.78  -0.843
C -1.82 1.37 3.24  0.173
O -1.04 1.98 2.42  -0.441
C -3.10 2.05 3.61  0.188
C -4.03 1.43 4.44  -0.334
C -5.22 2.07 4.75  -0.691
C -5.49 3.34 4.24  -0.349
C -4.57 3.95 3.41  -0.815
C -3.38 3.31 3.09  -0.131
H 4.52 0.55 2.77  0.448
H 5.65 -1.36 3.84  0.407
H 4.33 -3.12 4.99  0.415
H 1.87 -2.89 5.09  0.429
H -0.09 -1.28 5.05  0.472
H -3.81 0.45 4.84  0.473
H -5.94 1.59 5.40  0.389
H -6.42 3.84 4.48  0.380
H -4.77 4.94 3.01  0.402
H -2.64 3.78 2.45  0.402
S -1.71 -0.22 0.56  -0.191
C -1.18 -1.45 -0.41  0.039
N -1.95 -2.05 -1.33  0.206
C -1.36 -2.94 -2.32  -0.616
C -0.40 -3.87 -1.64  -0.826
N 0.58 -3.09 -0.90  0.403
C 1.91 -3.68 -0.81  -1.590
C 2.69 -3.49 -2.09  0.673
C 3.31 -4.57 -2.70  -0.379
C 4.03 -4.40 -3.88  -0.602
C 4.12 -3.14 -4.45  -0.429
C 3.50 -2.06 -3.85  -0.738
C 2.79 -2.23 -2.67  0.202
C 0.25 -1.93 -0.29  -0.083
S 1.36 -1.05 0.56  -0.315
C -3.34 -1.67 -1.57  -1.657
C -3.50 -0.89 -2.86  0.447
C -3.05 0.42 -2.94  0.035
C -3.16 1.13 -4.12  -0.551
C -3.72 0.53 -5.24  -0.507
C -4.18 -0.78 -5.17  -0.637
C -4.07 -1.49 -3.98  -0.367
H -0.86 -2.36 -3.11  0.241
H -2.16 -3.50 -2.79  0.508
H 0.14 -4.46 -2.38  0.448
H -0.93 -4.54 -0.96  0.301
H 1.79 -4.74 -0.60  0.463
H 2.43 -3.22 0.04  0.497
H 3.23 -5.56 -2.25  0.367
H 4.51 -5.25 -4.34  0.387
H 4.68 -3.01 -5.37  0.395
H 3.58 -1.07 -4.29  0.420
H 2.32 -1.38 -2.19  0.237
H -3.69 -1.09 -0.72  0.644
H -3.93 -2.59 -1.61  0.523
H -2.63 0.89 -2.06  0.534
H -2.81 2.15 -4.18  0.364
H -3.81 1.08 -6.17  0.393
H -4.63 -1.25 -6.03  0.371
H -4.44 -2.50 -3.92  0.369
C -0.24 3.60 -2.17  -1.584
C -0.43 2.47 -1.16  -0.390
P 0.85 2.24 0.14  1.254
C 0.93 3.90 0.90  -0.735
C 1.84 4.01 2.12  -1.090
C 2.37 2.08 -0.89  -0.633
C 3.63 1.70 -0.12  -0.827
H -1.09 3.65 -2.85  0.339
H 0.65 3.44 -2.78  0.318
H -0.14 4.57 -1.69  0.324
H -0.51 1.51 -1.67  0.146
H -1.37 2.60 -0.61  0.490
H -0.10 4.11 1.19  0.237
H 1.21 4.64 0.13  0.492
H 1.63 3.22 2.83  0.020
H 1.68 4.98 2.61  0.419
H 2.89 3.95 1.85  0.335
H 2.51 3.01 -1.44  0.576
H 2.14 1.31 -1.63  0.302
H 4.02 2.54 0.45  0.350
H 4.42 1.39 -0.82  0.418
H 3.44 0.89 0.58  -0.154

***

(2)
Below is an isolated molecule of C7H12, with properties calculated with ωB97M-V/def2-TZVPD.

* orbital gap: 10.471 eV
* energy above the lowest of the compared OMol25 structures with the same formula, charge and spin: 34.13 kcal/mol

Last column: natural (NBO) charge in e.
Geometry (Å):
C 4.26 -0.16 0.29  -0.493
C 2.96 -0.34 0.30  0.094
C 1.70 -0.53 0.55  -0.278
C 0.49 -0.68 -0.35  -0.417
C -0.70 0.16 0.17  -0.384
C -1.98 0.02 -0.65  -0.393
C -3.13 0.85 -0.07  -0.602
H 4.69 0.84 0.32  0.219
H 4.95 -1.00 0.30  0.219
H 1.51 -0.59 1.62  0.219
H 0.18 -1.74 -0.37  0.209
H 0.73 -0.40 -1.38  0.212
H -0.91 -0.14 1.21  0.193
H -0.40 1.21 0.21  0.199
H -2.28 -1.04 -0.70  0.194
H -1.79 0.33 -1.69  0.195
H -3.36 0.54 0.95  0.201
H -2.87 1.92 -0.04  0.202
H -4.04 0.75 -0.67  0.210